[1]
This record from the Open Molecules 2025 dataset describes the molecule C2H2N2O in a non-equilibrium geometry. The level of theory is wB97M-V/def2-TZVPD.

As for the energy above the lowest of the compared OMol25 structures with the same formula, charge and spin: 81.44 kcal/mol. As for the SMILES: N#C/C=N\O. The gap between HOMO and LUMO is 11.529 eV.

Each line ends with the natural charge from an NBO analysis.
Positions of all 7 atoms, in Å:
C1 -0.029 0.889 -0.150  -0.050
C2 1.159 -0.051 -0.023  0.218
H1 -1.497 -1.526 0.168  0.482
H2 -0.052 2.092 0.160  0.268
N1 -1.059 0.235 -0.016  -0.084
N2 2.201 -0.496 -0.043  -0.289
O1 -0.723 -1.142 -0.096  -0.546

Atomic forces in eV per Å
C 3.4 2.3 2.5
C -1.1 4.0 -1.0
H -3.3 -2.0 1.0
H 0.4 -3.6 -1.4
N -2.9 -2.0 -0.4
N 1.8 -1.2 0.2
O 1.8 2.5 -0.9

***

[2]
This record from the Open Molecules 2025 dataset describes a 3-piece molecular cluster, C26H48N3O8P overall in a non-equilibrium geometry. The level of theory is wB97M-V/def2-TZVPD.

As for the SMILES: Cc1ccc(C[C@@]2([PH2]=N)CC(=O)O[C@@H]2CC(=O)O)cc1.COCCNCCOC.COCCNCCOC. The gap between HOMO and LUMO is 8.507 eV.

Each line ends with the Mulliken charge.
Positions of all 86 atoms, in Å:
C1 -4.435 -6.195 -1.334  -1.106
C2 -3.151 -5.378 -1.884  0.850
C3 -2.847 -5.362 -3.426  -0.675
C4 -1.611 -4.510 -3.897  -0.373
C5 -0.737 -3.750 -2.877  0.153
C6 0.525 -2.812 -3.265  -0.449
C7 -0.004 -1.274 -3.189  0.474
P1 0.650 -0.391 -1.634  0.690
N1 2.209 -0.641 -1.340  -0.785
C8 0.658 -0.517 -4.450  -0.840
C9 -0.559 -0.781 -5.496  0.443
O1 -0.548 -0.579 -6.730  -0.581
O2 -1.743 -1.275 -4.827  -0.447
C10 -1.563 -0.986 -3.391  -0.147
C11 -2.077 0.559 -3.217  -0.725
C12 -2.608 0.736 -1.722  0.325
O3 -3.529 0.054 -1.201  -0.584
O4 -2.049 1.770 -0.883  -0.345
C13 -1.057 -3.812 -1.337  -0.148
C14 -2.277 -4.643 -0.842  -0.786
H1 -4.585 -7.132 -1.968  0.330
H2 -5.376 -5.525 -1.386  0.250
H3 -4.256 -6.424 -0.230  0.304
H4 -3.515 -5.930 -4.172  0.290
H5 -1.350 -4.425 -5.014  0.285
H6 0.955 -3.055 -4.293  0.471
H7 1.308 -2.991 -2.437  0.228
H8 -0.113 -0.939 -0.528  -0.016
H9 0.411 1.029 -1.803  0.001
H10 2.582 -1.241 -2.093  0.245
H11 1.705 -0.839 -4.761  0.383
H12 0.615 0.608 -4.185  0.349
H13 -2.337 -1.541 -2.765  0.446
H14 -1.301 1.327 -3.542  0.232
H15 -2.967 0.656 -3.931  0.438
H16 -2.076 1.390 0.035  0.296
H17 -0.428 -3.261 -0.552  0.171
H18 -2.473 -4.625 0.289  0.243
C15 1.852 -1.442 1.862  -0.015
O5 2.048 -2.821 2.142  -0.366
C16 3.037 -3.434 1.309  -0.708
C17 4.300 -3.756 2.110  -0.218
N2 5.025 -2.540 2.480  -0.315
C18 6.073 -2.754 3.483  -0.696
C19 5.652 -3.298 4.858  -0.465
O6 4.877 -2.385 5.633  -0.433
C20 3.495 -2.368 5.319  -0.470
H19 0.952 -1.116 2.389  0.289
H20 2.691 -0.845 2.230  0.287
H21 1.713 -1.269 0.792  -0.280
H22 3.261 -2.830 0.424  0.291
H23 2.603 -4.377 0.962  0.384
H24 4.953 -4.395 1.508  0.395
H25 3.991 -4.321 2.996  0.165
H26 4.369 -1.861 2.848  0.075
H27 6.551 -1.781 3.640  0.373
H28 6.836 -3.414 3.057  0.390
H29 6.570 -3.456 5.435  0.350
H30 5.159 -4.273 4.799  0.340
H31 3.121 -3.350 5.013  0.266
H32 3.294 -1.624 4.546  0.125
H33 2.949 -2.059 6.213  0.319
C21 -2.333 4.804 -1.394  -0.728
O7 -2.358 6.197 -1.123  -0.361
C22 -3.519 6.617 -0.401  -0.764
C23 -3.156 7.000 1.034  -0.206
N3 -2.797 5.825 1.829  -0.269
C24 -2.167 6.144 3.114  -0.670
C25 -0.842 6.924 3.091  -0.481
O8 0.257 6.188 2.556  -0.424
C26 0.337 6.191 1.140  -0.317
H34 -1.535 4.614 -2.114  0.259
H35 -2.110 4.234 -0.488  0.305
H36 -3.279 4.464 -1.824  0.393
H37 -4.315 5.867 -0.432  0.376
H38 -3.889 7.511 -0.911  0.401
H39 -4.013 7.500 1.499  0.391
H40 -2.330 7.716 0.984  0.154
H41 -2.155 5.249 1.297  -0.040
H42 -1.983 5.187 3.613  0.370
H43 -2.888 6.687 3.733  0.383
H44 -0.570 7.126 4.132  0.346
H45 -0.928 7.900 2.604  0.350
H46 -0.018 7.128 0.701  0.262
H47 -0.215 5.342 0.731  -0.017
H48 1.384 6.058 0.861  0.312

Atomic forces in eV per Å
C 0.7 1.1 -0.3
C 1.3 0.8 -0.8
C 2.6 2.4 3.0
C -0.8 -0.2 3.1
C -1.7 -1.6 1.6
C -2.1 -0.7 1.2
C 1.0 0.9 -0.1
P 1.9 -1.1 -0.2
N -1.2 -0.3 -1.1
C -2.5 0.5 0.8
C -0.1 0.4 -3.1
O -0.1 -1.0 5.0
O 2.6 1.3 0.0
C -0.5 0.7 -0.6
C 0.1 -0.2 0.4
C -2.5 -0.5 2.5
O 3.6 1.9 -2.5
O 0.1 -2.4 -1.3
C -2.6 -2.2 -2.4
C 1.6 1.0 -3.8
H 0.1 1.2 1.1
H 1.5 -1.1 -0.1
H -0.3 0.0 -1.6
H 1.3 1.1 1.4
H -0.5 -0.2 2.0
H -0.7 0.4 1.4
H -1.1 0.4 -1.5
H -0.2 0.9 -0.6
H -0.6 -1.0 0.3
H 0.1 0.4 0.6
H -1.7 0.4 0.3
H 0.4 -1.6 -0.9
H 1.5 0.0 -1.1
H -1.1 -0.9 0.8
H 1.1 -0.2 1.2
H -0.4 0.6 -1.0
H -0.9 -0.9 -1.5
H 0.1 -0.3 -2.1
C -0.3 -0.1 0.2
O 0.1 0.2 -0.3
C 0.1 -0.4 0.3
C -0.2 0.5 -0.1
N 0.0 -0.3 0.1
C -0.2 0.2 0.0
C 0.4 0.3 0.1
O 0.0 -0.4 -0.2
C 0.1 0.3 0.2
H 0.1 -0.1 0.1
H 0.0 0.2 -0.2
H 0.3 0.0 0.1
H 0.0 0.2 0.2
H 0.0 0.0 0.0
H 0.0 0.0 0.0
H -0.1 -0.2 -0.1
H 0.0 -0.1 -0.1
H 0.0 -0.1 0.1
H -0.1 -0.1 0.0
H -0.1 0.0 0.0
H -0.2 0.0 -0.1
H 0.1 0.1 -0.1
H -0.2 -0.1 -0.1
H 0.1 0.0 0.0
C 0.3 0.3 0.1
O -0.4 -0.3 0.0
C 0.3 0.5 0.2
C 0.0 -0.5 -0.2
N 0.0 0.2 0.0
C 0.1 -0.2 -0.2
C 0.1 -0.3 0.4
O -0.3 0.4 -0.1
C 0.3 -0.2 0.2
H 0.0 0.1 0.1
H -0.1 -0.1 -0.1
H 0.0 -0.1 0.1
H 0.2 -0.1 0.1
H 0.0 0.0 0.0
H 0.0 0.0 0.0
H -0.1 0.2 -0.1
H -0.1 0.1 0.0
H 0.0 0.1 0.0
H 0.0 0.1 -0.1
H 0.0 0.0 -0.1
H 0.0 -0.1 -0.2
H -0.1 -0.1 0.0
H -0.1 0.1 -0.2
H 0.0 0.0 0.1

***

[3]
This record from the Open Molecules 2025 dataset describes a 2-piece molecular cluster, C4H11N2O2P overall in a non-equilibrium geometry. The level of theory is wB97M-V/def2-TZVPD.

As for the energy above the lowest of the compared OMol25 structures with the same formula, charge and spin: 43.18 kcal/mol. Its multiplicity is 3. The gap between HOMO and LUMO (alpha / beta) is 8.526 / 8.629 eV.

Each line ends with the natural charge from an NBO analysis.
Positions of all 20 atoms, in Å:
C1 -2.439 -1.480 -1.318  -0.037
C2 1.359 0.268 1.280  -0.615
C3 1.232 -0.739 -1.149  -0.616
C4 0.541 -0.067 0.023  -0.570
N1 -2.828 -0.818 -0.308  -0.634
N2 -1.044 2.253 0.749  -0.516
O1 0.643 2.486 -1.038  -1.008
O2 -1.443 1.678 1.821  -0.289
P1 -0.272 1.517 -0.472  1.679
H1 -1.974 -2.497 -1.369  0.148
H2 -2.537 -0.986 -2.323  0.165
H3 2.200 -0.394 1.366  0.210
H4 1.726 1.213 1.211  0.209
H5 0.786 0.145 2.248  0.232
H6 0.414 -1.416 -1.680  0.212
H7 2.077 -1.372 -0.697  0.226
H8 1.557 0.076 -1.837  0.235
H9 -0.216 -0.829 0.374  0.242
H10 -2.999 -1.226 0.606  0.360
H11 -1.626 2.974 0.348  0.367

Atomic forces in eV per Å
C 0.1 0.2 -0.2
C -1.2 -2.5 1.0
C -0.6 -0.7 -0.5
C -1.9 -1.1 2.1
N -0.8 0.2 -1.1
N -1.6 0.6 2.1
O 1.9 1.7 -1.1
O -0.1 -0.1 0.5
P 0.2 -3.9 -2.8
H -0.7 0.5 0.4
H 0.4 -0.3 1.0
H 0.5 -0.4 -0.1
H 1.2 2.9 0.1
H 0.4 0.3 -1.3
H 2.0 1.3 0.8
H -1.1 0.9 -1.2
H 0.3 -1.1 0.2
H 0.3 1.2 -0.4
H 0.9 -0.6 -0.1
H -0.4 0.9 0.5

***

[4]
This record from the Open Molecules 2025 dataset describes the molecule C4HBrO2 in a non-equilibrium geometry. The level of theory is wB97M-V/def2-TZVPD.

As for the energy above the lowest of the compared OMol25 structures with the same formula, charge and spin: 20.57 kcal/mol. The gap between HOMO and LUMO is 9.026 eV.

Each line ends with the natural charge from an NBO analysis.
Positions of all 8 atoms, in Å:
C1 -0.004 0.965 0.062  -0.518
C2 0.880 -0.496 -0.288  -0.413
C3 -0.817 0.663 0.998  0.699
C4 0.004 -1.006 -1.088  0.655
O1 -1.446 0.403 1.921  -0.427
O2 -0.675 -1.171 -2.008  -0.429
Br1 2.038 -1.224 0.967  0.154
H1 0.020 1.866 -0.565  0.279

Atomic forces in eV per Å
C 3.2 -1.7 -2.7
C -1.0 3.6 2.3
C -0.7 0.4 1.3
C -0.2 -0.1 -1.8
O -0.8 -0.5 0.7
O -0.6 -0.9 -0.1
Br 0.1 -0.1 -0.2
H 0.2 -0.7 0.5

***

[5]
This record from the Open Molecules 2025 dataset describes the molecule C5H8O2 in a non-equilibrium geometry. The level of theory is wB97M-V/def2-TZVPD.

As for the energy above the lowest of the compared OMol25 structures with the same formula, charge and spin: 31.98 kcal/mol. As for the SMILES: C[C@@]1(O)CCC1=O. The gap between HOMO and LUMO is 10.426 eV.

Each line ends with the natural charge from an NBO analysis.
Positions of all 15 atoms, in Å:
C1 -1.718 -0.653 -0.183  -0.623
C2 -0.449 0.176 -0.109  0.148
O1 -0.888 1.532 -0.293  -0.717
C3 0.523 0.174 1.099  -0.438
C4 1.731 -0.241 0.219  -0.537
C5 0.777 -0.224 -0.983  0.585
O2 0.910 -0.430 -2.157  -0.495
H1 -2.400 -0.319 0.607  0.224
H2 -2.191 -0.441 -1.146  0.232
H3 -1.579 -1.735 -0.093  0.216
H4 -0.257 2.046 -0.814  0.477
H5 0.493 1.247 1.288  0.232
H6 0.316 -0.396 2.010  0.220
H7 2.549 0.488 0.168  0.237
H8 2.184 -1.226 0.386  0.239

Atomic forces in eV per Å
C 0.0 0.0 0.0
C -0.2 0.1 0.0
O -0.1 0.0 -0.6
C -0.1 0.2 0.2
C 0.0 0.0 -0.1
C 0.0 0.0 -0.6
O -0.1 0.1 0.6
H 0.1 -0.1 -0.1
H 0.0 -0.1 0.1
H 0.2 0.2 0.1
H 0.0 -0.2 0.1
H 0.7 -0.2 0.8
H -0.1 0.0 -0.3
H -0.2 -0.1 -0.1
H -0.3 0.2 0.1

***

[6]
This record from the Open Molecules 2025 dataset describes C3H5CuLiO4 as an isolated structure in a non-equilibrium geometry. The level of theory is wB97M-V/def2-TZVPD.

As for the energy above the lowest of the compared OMol25 structures with the same formula, charge and spin: 80.98 kcal/mol. Its multiplicity is 2. The gap between HOMO and LUMO (alpha / beta) is 5.076 / 7.383 eV.

Each line ends with the natural charge from an NBO analysis.
Positions of all 14 atoms, in Å:
Cu1 1.920 0.028 0.959  0.070
O1 2.363 3.368 -0.356  -0.528
C1 2.377 2.107 -0.772  0.220
H1 3.052 1.389 -0.271  0.103
H2 1.845 1.623 -1.606  0.147
C2 -0.306 0.596 0.333  -0.605
O2 -0.644 -0.871 0.245  -0.640
C3 -1.875 -1.305 0.108  0.972
O3 -2.895 -0.672 0.013  -0.601
O4 -1.816 -2.651 0.190  -0.769
Li1 0.368 -2.586 0.380  0.771
H3 -0.705 1.018 -0.606  0.166
H4 -0.986 0.991 1.108  0.169
H5 -2.697 -3.037 0.273  0.525

Atomic forces in eV per Å
Cu -1.4 0.0 -0.4
O -0.3 -7.0 -2.7
C 0.5 6.0 2.5
H 0.2 0.2 0.2
H -0.3 0.9 0.0
C 0.5 0.1 0.2
O 0.2 -0.9 -0.3
C -1.3 1.8 0.5
O 0.6 -0.6 -0.1
O 0.5 -1.2 0.0
Li 0.0 0.7 0.1
H 0.5 -0.1 0.2
H 0.4 -0.2 -0.1
H -0.1 0.2 -0.2

***

no.,electronic energy (eV)
1,-7130.312
2,-57869.914
3,-20685.459
4,-78298.129
5,-9408.445
6,-56222.561